# 1
# C25H51N2O4

A cluster of 2 separate species, C25H51N2O4 in total (ωB97M-V/def2-TZVPD, OMol25).

```
! wB97M-V def2-TZVPD RIJCOSX def2/J DEFGRID3
* xyz -1 1
C 9.23393 2.17969 2.91010
C 10.06091 1.66963 1.73094
C 9.62177 2.26318 0.39240
C 8.29934 1.67070 -0.12665
C 7.50368 2.62746 -1.02487
C 5.99523 2.41558 -0.95290
C 5.51088 1.15777 -1.67821
C 4.08670 0.73121 -1.28012
C 3.81033 -0.78110 -1.38403
C 2.59590 -1.15914 -2.25198
C 2.02714 -2.55585 -1.92361
C 0.81035 -2.55663 -0.99476
C 1.10420 -2.78251 0.50530
C 0.03783 -3.63192 1.22460
N -0.69916 -2.97139 2.30259
C -1.65942 -1.98206 1.81900
C -3.07667 -2.52603 1.95018
O -4.03802 -1.48115 1.87061
C -5.06861 -1.68954 0.91395
C -4.56038 -1.44022 -0.51856
C -3.55072 -0.33665 -0.71626
N -3.32809 0.68043 0.00945
C -6.29345 -0.87094 1.36005
C -6.73993 0.28747 0.47424
C -7.89564 1.08361 1.10850
C -9.03728 1.30633 0.15469
O -9.41985 0.51237 -0.66815
O -9.61482 2.51314 0.32310
C -10.25342 3.05334 -0.83653
C -10.79266 4.42035 -0.48570
H 9.45409 1.60226 3.80907
H 9.46512 3.22326 3.12218
H 8.16635 2.07361 2.71618
H 11.10261 1.95721 1.90542
H 10.05488 0.57718 1.70248
H 10.40294 2.06438 -0.34525
H 9.53463 3.34670 0.51107
H 8.56137 0.77488 -0.69120
H 7.68213 1.38844 0.72847
H 7.72182 3.65025 -0.70060
H 7.84921 2.55320 -2.05961
H 5.50048 3.27874 -1.40984
H 5.67129 2.39772 0.09142
H 5.48950 1.39601 -2.74519
H 6.20748 0.33205 -1.52053
H 3.37518 1.28230 -1.89921
H 3.91013 1.05435 -0.25029
H 4.68787 -1.28913 -1.79038
H 3.64744 -1.17634 -0.37816
H 2.94574 -1.18590 -3.28712
H 1.82785 -0.39137 -2.14079
H 2.84500 -3.14009 -1.49046
H 1.69198 -3.04194 -2.84078
H 0.28003 -1.60814 -1.11725
H 0.18083 -3.37229 -1.35838
H 1.21228 -1.82273 1.01993
H 2.06139 -3.30454 0.57524
H 0.51364 -4.51774 1.65216
H -0.68724 -4.00245 0.49897
H -0.06142 -2.54672 2.95866
H -1.59841 -1.06904 2.41561
H -1.45356 -1.70756 0.78115
H -3.24001 -3.26917 1.16461
H -3.15214 -3.02109 2.92105
H -5.34037 -2.74890 0.96581
H -5.39118 -1.27045 -1.20839
H -4.08807 -2.35857 -0.88024
H -2.94709 -0.43773 -1.62005
H -3.89968 0.65001 0.85273
H -7.14766 -1.54958 1.43954
H -6.09006 -0.52873 2.37714
H -7.07984 -0.11172 -0.48113
H -5.92782 0.97751 0.25002
H -7.54060 2.06465 1.42138
H -8.26824 0.59037 2.00842
H -9.53146 3.12398 -1.65274
H -11.06024 2.40568 -1.18047
H -11.59836 4.34523 0.24514
H -10.01590 5.05240 -0.05444
H -11.17980 4.90649 -1.38053
O 0.32296 -4.44545 -3.52130
H 0.26284 -4.95863 -4.33689
*
```

The HOMO energy comes out at -2.690 eV. The calculation puts the gap between HOMO and LUMO at 4.80 eV.

***

# 2
# C25H52AlO3

A structure of composition C25H52AlO3 (ωB97M-V/def2-TZVPD, OMol25).

```
! wB97M-V def2-TZVPD RIJCOSX def2/J DEFGRID3
* xyz -1 1
C -8.18399 4.25835 1.04605
C -7.79264 2.64273 0.87042
C -8.19332 2.11603 -0.62564
C -9.06140 0.72982 -0.67959
C -8.73517 -0.35474 0.50255
C -8.68580 -1.88291 -0.09768
C -7.07875 -2.23686 -0.32166
C -6.57162 -3.47168 0.63411
C -5.18165 -3.18697 1.45532
C -3.83488 -3.10024 0.49359
C -2.92967 -4.48252 0.52479
C -1.29995 -4.16653 0.68376
C -0.66545 -3.74815 -0.78020
C 0.88384 -4.23067 -1.01247
C 1.90498 -3.91860 0.23223
C 2.78539 -2.51362 0.01080
C 3.23026 -1.65851 1.34208
O 4.58905 -1.05769 1.12880
Al 5.55462 -2.12272 -0.10022
C 7.02840 -1.27462 -1.25277
C 7.15797 0.36668 -1.09030
C 7.97242 0.80411 0.29654
C 8.84655 2.20378 0.09563
C 7.92659 3.56620 0.37433
C 8.48223 4.80595 -0.58731
C 7.76023 6.25678 -0.24683
O 6.89556 6.61208 -1.39857
C 6.77947 8.07029 -1.56122
O 3.94664 -2.69719 -0.91473
H -8.31203 4.45856 2.20674
H -9.21479 4.51805 0.53706
H -7.31736 4.87278 0.55420
H -8.32427 2.09796 1.75837
H -6.60882 2.59011 0.94818
H -7.21510 1.97022 -1.28393
H -8.88383 2.95926 -1.11347
H -8.77435 0.19736 -1.70923
H -10.22462 0.95768 -0.76847
H -9.65502 -0.33202 1.26205
H -7.73859 -0.16146 1.08537
H -9.19295 -2.59361 0.71011
H -9.32797 -2.01515 -1.07855
H -6.39610 -1.26633 -0.22865
H -6.94135 -2.60591 -1.44259
H -6.54053 -4.50717 0.04618
H -7.42062 -3.61926 1.45990
H -5.35462 -2.20537 2.09738
H -5.04844 -4.09349 2.21226
H -3.17074 -2.21158 0.87992
H -4.19724 -2.81807 -0.59949
H -3.29415 -5.12982 1.42901
H -3.14445 -5.07013 -0.46498
H -1.22017 -3.28407 1.47276
H -0.80812 -5.13641 1.14477
H -0.80706 -2.59938 -0.96924
H -1.33177 -4.30969 -1.59320
H 0.99210 -5.37315 -1.32053
H 1.29096 -3.61280 -1.94148
H 1.42303 -3.97134 1.29832
H 2.72815 -4.78368 0.20677
H 2.05952 -1.87536 -0.68911
H 3.21383 -2.20824 2.39529
H 2.35305 -0.86287 1.46511
H 6.32111 -3.40627 0.49396
H 8.10510 -1.74292 -1.07115
H 6.80188 -1.47360 -2.40679
H 6.10489 0.87273 -1.16136
H 7.82466 0.79160 -1.98059
H 8.67503 -0.08662 0.65639
H 7.12742 0.92634 1.11915
H 9.40671 2.24798 -0.94332
H 9.70070 2.17601 0.92256
H 8.03555 3.93982 1.50005
H 6.78226 3.34887 0.19593
H 8.26595 4.55371 -1.71867
H 9.65511 4.87359 -0.39441
H 7.19019 6.18437 0.77453
H 8.64975 7.03891 -0.10196
H 7.40274 8.46748 -2.49813
H 5.65317 8.38671 -1.79890
H 7.17231 8.59709 -0.57594
*
```

The HOMO energy comes out at -4.661 eV. The calculation puts the gap between HOMO and LUMO at 6.84 eV.

***

The lowest gap between HOMO and LUMO belongs to which entry?
C25H51N2O4